Below is a structure of composition C56H50N8O3P2SY at a distorted geometry, with properties calculated with ωB97M-V/def2-TZVPD.

Last column: Löwdin charge in e.
Cartesian coordinates (Å):
Y (-0.01, -1.61, -0.40)  1.287
O (-1.73, -3.72, -4.15)  0.050
C (-0.67, -4.49, -4.47)  -0.260
C (-0.68, -5.16, -5.69)  -0.012
C (0.38, -5.96, -6.06)  -0.076
C (1.48, -6.11, -5.21)  -0.090
C (1.50, -5.44, -4.00)  -0.033
C (0.44, -4.62, -3.62)  -0.084
C (0.48, -3.87, -2.34)  -0.415
O (-0.53, -3.12, -1.99)  -0.194
N (1.58, -3.99, -1.64)  0.055
N (1.61, -3.23, -0.48)  -0.100
C (2.61, -3.50, 0.29)  -0.051
C (2.87, -2.86, 1.55)  -0.143
C (3.84, -3.41, 2.40)  -0.035
C (4.09, -2.88, 3.65)  -0.084
C (3.36, -1.76, 4.06)  -0.058
C (2.42, -1.19, 3.23)  -0.034
C (2.15, -1.70, 1.95)  -0.351
O (1.28, -1.12, 1.15)  -0.348
H (-1.54, -3.34, -3.27)  0.043
H (-1.54, -5.04, -6.33)  0.119
H (0.36, -6.48, -7.01)  0.107
H (2.31, -6.74, -5.49)  0.101
H (2.34, -5.54, -3.33)  0.103
H (3.28, -4.30, -0.03)  0.133
H (4.38, -4.28, 2.06)  0.115
H (4.83, -3.32, 4.30)  0.104
H (3.53, -1.34, 5.05)  0.111
H (1.86, -0.32, 3.56)  0.100
N (2.91, -0.13, -3.74)  0.148
C (2.37, -0.71, -2.67)  -0.122
N (1.12, -0.64, -2.35)  0.052
C (0.25, 0.13, -3.15)  -0.290
N (-1.02, 0.16, -2.94)  0.091
N (-1.51, -0.56, -1.89)  -0.091
C (-2.66, -1.09, -2.05)  -0.056
C (-3.25, -1.97, -1.05)  -0.253
C (-4.56, -2.41, -1.21)  0.012
C (-5.10, -3.29, -0.29)  -0.026
C (-4.31, -3.71, 0.76)  -0.024
C (-3.01, -3.22, 0.86)  -0.112
N (-2.48, -2.37, -0.02)  0.038
C (0.79, 0.81, -4.31)  -0.085
C (0.00, 1.57, -5.18)  0.000
C (0.56, 2.15, -6.30)  -0.054
C (1.91, 1.99, -6.58)  -0.052
C (2.71, 1.24, -5.73)  -0.005
C (2.15, 0.65, -4.61)  -0.174
H (3.90, -0.24, -3.92)  0.166
H (3.03, -1.30, -2.05)  0.149
H (-3.20, -0.96, -2.99)  0.144
H (-5.14, -2.06, -2.05)  0.125
H (-6.11, -3.65, -0.40)  0.120
H (-4.68, -4.41, 1.50)  0.117
H (-2.38, -3.53, 1.68)  0.103
H (-1.05, 1.69, -4.95)  0.116
H (-0.06, 2.73, -6.97)  0.113
H (2.34, 2.44, -7.46)  0.115
H (3.77, 1.11, -5.94)  0.120
C (-0.93, 6.51, 3.64)  -0.411
S (-1.16, 5.27, 4.95)  0.803
C (-0.04, 3.98, 4.33)  -0.506
C (-0.64, 3.17, 3.18)  -0.260
C (0.36, 2.11, 2.71)  -0.242
N (-0.09, 1.30, 1.58)  -0.444
P (-1.10, -0.09, 1.67)  0.980
C (-2.78, 0.62, 1.93)  -0.334
C (-3.77, -0.13, 2.56)  -0.099
C (-5.06, 0.37, 2.68)  -0.073
C (-5.37, 1.62, 2.17)  -0.076
C (-4.40, 2.36, 1.51)  -0.066
C (-3.11, 1.86, 1.38)  -0.098
C (-0.89, -0.91, 3.30)  -0.348
C (-1.14, -0.27, 4.51)  -0.083
C (-1.02, -0.97, 5.70)  -0.056
C (-0.71, -2.32, 5.69)  -0.063
C (-0.50, -2.98, 4.49)  -0.059
C (-0.58, -2.27, 3.30)  -0.128
P (0.42, 1.50, -0.04)  1.022
C (0.04, 3.29, -0.31)  -0.351
C (-1.13, 3.60, -1.01)  -0.116
C (-1.52, 4.93, -1.16)  -0.072
C (-0.74, 5.94, -0.63)  -0.074
C (0.44, 5.64, 0.04)  -0.073
C (0.83, 4.32, 0.19)  -0.095
C (2.25, 1.66, -0.10)  -0.362
C (2.74, 2.25, -1.27)  -0.132
C (4.10, 2.40, -1.47)  -0.084
C (4.99, 1.96, -0.49)  -0.080
C (4.51, 1.38, 0.67)  -0.059
C (3.14, 1.23, 0.87)  -0.078
H (-1.53, 7.37, 3.93)  0.031
H (-1.28, 6.13, 2.68)  0.016
H (0.12, 6.79, 3.58)  0.036
H (0.17, 3.34, 5.19)  0.074
H (0.89, 4.47, 4.02)  0.080
H (-0.89, 3.83, 2.35)  0.092
H (-1.56, 2.70, 3.52)  0.091
H (0.59, 1.45, 3.55)  0.094
H (1.29, 2.60, 2.42)  0.104
H (-3.53, -1.10, 2.97)  0.100
H (-5.82, -0.22, 3.18)  0.107
H (-6.37, 2.02, 2.28)  0.107
H (-4.64, 3.33, 1.11)  0.108
H (-2.36, 2.44, 0.87)  0.067
H (-1.44, 0.77, 4.53)  0.103
H (-1.19, -0.46, 6.64)  0.111
H (-0.65, -2.87, 6.62)  0.110
H (-0.27, -4.03, 4.47)  0.114
H (-0.37, -2.77, 2.36)  0.085
H (-1.72, 2.80, -1.44)  0.095
H (-2.43, 5.16, -1.71)  0.108
H (-1.05, 6.97, -0.74)  0.109
H (1.06, 6.43, 0.43)  0.111
H (1.76, 4.10, 0.69)  0.110
H (2.04, 2.62, -2.01)  0.108
H (4.47, 2.86, -2.37)  0.107
H (6.06, 2.10, -0.62)  0.106
H (5.20, 1.06, 1.44)  0.111
H (2.78, 0.77, 1.77)  0.076

Total charge   +1

Below is a structure of composition C56H51N4O3PdS2 at a distorted geometry, with properties calculated with ωB97M-V/def2-TZVPD.

Last column: Löwdin charge in e.
Cartesian coordinates (Å):
Pd (-0.32, -0.56, 0.02)  0.681
C (-0.12, 4.94, -4.98)  -0.039
C (0.25, 3.83, -4.02)  -0.249
C (1.54, 3.76, -3.47)  -0.021
C (1.89, 2.73, -2.61)  -0.075
C (0.95, 1.76, -2.30)  -0.360
C (-0.35, 1.83, -2.79)  -0.054
C (-0.68, 2.87, -3.65)  -0.015
S (1.47, 0.40, -1.28)  0.951
O (2.63, 0.87, -0.46)  -0.456
C (2.08, -0.80, -2.45)  -0.278
C (2.86, -0.33, -3.54)  -0.035
C (3.32, -1.21, -4.47)  0.001
C (3.01, -2.59, -4.38)  -0.138
C (3.46, -3.51, -5.36)  -0.021
C (3.15, -4.83, -5.28)  -0.060
C (2.36, -5.30, -4.20)  -0.055
C (1.91, -4.45, -3.24)  -0.008
C (2.23, -3.06, -3.29)  -0.096
C (1.78, -2.13, -2.29)  -0.148
C (1.11, -2.76, -1.07)  -0.157
C (1.98, -3.46, -0.16)  -0.120
C (3.39, -3.28, -0.20)  0.005
C (4.20, -3.98, 0.63)  -0.044
C (3.66, -4.91, 1.55)  -0.050
C (2.31, -5.10, 1.62)  -0.020
C (1.44, -4.37, 0.78)  -0.162
C (0.03, -4.53, 0.86)  -0.021
C (-0.80, -3.79, 0.09)  -0.075
C (-0.25, -2.93, -0.90)  -0.353
S (-1.43, -2.00, -1.92)  0.954
O (-0.81, -1.63, -3.21)  -0.427
C (-2.61, -3.28, -2.23)  -0.391
C (-2.32, -4.21, -3.22)  -0.044
C (-3.25, -5.20, -3.50)  -0.016
C (-4.47, -5.26, -2.81)  -0.250
C (-5.48, -6.34, -3.13)  -0.039
C (-4.73, -4.31, -1.82)  -0.027
C (-3.81, -3.31, -1.53)  -0.080
H (0.73, 5.58, -5.20)  0.078
H (-0.92, 5.56, -4.57)  0.087
H (-0.48, 4.52, -5.92)  0.087
H (2.27, 4.52, -3.71)  0.119
H (2.88, 2.69, -2.16)  0.119
H (-1.09, 1.11, -2.50)  0.082
H (-1.70, 2.93, -4.04)  0.126
H (3.09, 0.72, -3.63)  0.110
H (3.92, -0.86, -5.30)  0.125
H (4.06, -3.13, -6.19)  0.120
H (3.51, -5.52, -6.03)  0.111
H (2.10, -6.36, -4.15)  0.110
H (1.30, -4.83, -2.43)  0.119
H (3.81, -2.56, -0.90)  0.128
H (5.27, -3.83, 0.60)  0.106
H (4.33, -5.48, 2.20)  0.109
H (1.88, -5.80, 2.33)  0.121
H (-0.37, -5.24, 1.59)  0.132
H (-1.87, -3.90, 0.19)  0.111
H (-1.38, -4.15, -3.77)  0.121
H (-3.04, -5.93, -4.27)  0.120
H (-5.07, -7.09, -3.80)  0.078
H (-6.36, -5.90, -3.61)  0.090
H (-5.82, -6.83, -2.22)  0.085
H (-5.68, -4.35, -1.29)  0.123
H (-4.03, -2.56, -0.77)  0.114
C (-1.59, 1.32, 3.81)  -0.074
N (-0.75, 2.40, 3.31)  -0.251
C (0.33, 2.77, 4.21)  -0.089
C (-0.26, 2.30, 1.94)  -0.175
C (-1.37, 2.08, 0.96)  -0.222
C (-2.27, 3.14, 0.78)  -0.021
C (-3.41, 3.01, 0.00)  -0.063
C (-3.68, 1.81, -0.62)  -0.075
C (-2.79, 0.75, -0.51)  -0.133
C (-1.66, 0.90, 0.27)  -0.159
H (-1.83, 1.53, 4.85)  0.086
H (-1.13, 0.33, 3.76)  0.070
H (-2.54, 1.28, 3.26)  0.083
H (-0.06, 2.85, 5.23)  0.085
H (0.73, 3.75, 3.93)  0.088
H (1.16, 2.05, 4.22)  0.078
H (0.51, 1.54, 1.80)  0.083
H (0.21, 3.26, 1.73)  0.130
H (-2.06, 4.07, 1.31)  0.128
H (-4.08, 3.86, -0.12)  0.111
H (-4.58, 1.68, -1.22)  0.113
H (-3.00, -0.17, -1.03)  0.048
C (7.90, -5.58, 3.78)  -0.047
C (7.10, -4.35, 4.15)  -0.282
C (7.08, -3.22, 3.33)  -0.049
C (6.42, -2.06, 3.69)  -0.014
C (5.73, -2.00, 4.91)  -0.244
N (5.14, -0.81, 5.45)  0.131
C (4.54, 0.28, 4.86)  -0.516
O (4.57, 1.37, 5.38)  0.092
N (3.83, 0.09, 3.65)  0.145
C (2.73, -0.77, 3.46)  -0.194
C (2.25, -1.70, 4.37)  0.020
C (1.06, -2.36, 4.09)  -0.040
C (0.37, -2.08, 2.93)  -0.163
N (0.85, -1.22, 2.02)  0.029
C (2.01, -0.60, 2.28)  -0.080
C (5.72, -3.13, 5.72)  -0.029
C (6.40, -4.28, 5.35)  -0.043
H (7.76, -5.85, 2.73)  0.077
H (7.62, -6.44, 4.39)  0.076
H (8.97, -5.40, 3.93)  0.086
H (7.63, -3.24, 2.39)  0.117
H (6.46, -1.19, 3.05)  0.114
H (5.44, -0.60, 6.39)  0.151
H (3.78, 0.95, 3.14)  0.143
H (2.78, -1.89, 5.29)  0.114
H (0.66, -3.07, 4.81)  0.116
H (-0.59, -2.53, 2.74)  0.104
H (2.38, 0.07, 1.52)  0.081
H (5.19, -3.09, 6.67)  0.117
H (6.39, -5.14, 6.01)  0.115

Total charge   +1

no.,orbital gap (eV),E (a.u.),HOMO level (eV)
1,6.49,-3947.03725,-9.677
2,6.31,-3533.32877,-10.257